Below is a 3-piece molecular cluster, C15H26F6N3O5 overall at a distorted geometry, with properties calculated with ωB97M-V/def2-TZVPD.

The geometry in XYZ format:
```
55
Properties=species:S:1:pos:R:3:forces:R:3
C 1.6498 -4.3333 4.5586 0.33 0.51 0.06
C 1.5107 -3.2002 3.5492 -0.22 -0.20 -0.19
C 0.3629 -3.4243 2.5794 0.58 -0.03 0.25
O 0.1489 -2.2492 1.7902 -0.07 0.07 -0.01
C 0.9473 -2.2441 0.6467 -1.02 -0.31 0.41
N 0.8903 -0.8689 0.0787 1.60 -1.38 0.26
C 1.3150 -0.7352 -1.3450 -0.42 -0.19 -0.38
C 2.7926 -0.6195 -1.1864 -0.31 0.79 0.31
N 2.7751 0.4677 -0.1358 -0.45 0.10 -0.20
C 1.7752 -0.0594 0.7082 0.15 1.51 -0.34
N 1.7936 0.2073 1.9940 -0.18 -0.35 0.12
H 2.6722 -4.3874 4.9080 0.25 -0.08 0.10
H 1.0453 -4.1352 5.4304 -0.39 -0.21 0.19
H 1.4069 -5.2928 4.1250 -0.18 -0.27 -0.07
H 2.4499 -3.0875 3.0159 0.18 0.08 -0.25
H 1.2922 -2.2552 4.0369 0.11 0.21 0.38
H 0.5680 -4.2873 1.9481 -0.06 -0.13 -0.24
H -0.5395 -3.6383 3.1336 -0.39 0.15 0.01
H 0.5790 -2.9831 -0.0610 -0.10 0.22 -0.48
H 1.9756 -2.5134 0.8954 0.21 0.01 0.00
H 0.9481 0.2448 -1.6205 -0.23 0.12 -0.52
H 0.9081 -1.4227 -2.0708 -0.19 -0.61 0.34
H 3.3329 -0.4070 -2.0929 0.37 0.41 -0.05
H 3.2322 -1.4295 -0.6266 0.26 -0.71 -0.50
H 2.5376 1.3537 -0.5798 0.22 0.24 0.30
H 2.0227 1.1438 2.2887 0.89 -0.29 0.21
H 1.6361 -0.5425 2.6561 -0.94 0.36 0.14
C -1.9040 2.6401 -4.3949 0.31 0.02 -0.04
C -2.0797 1.3381 -5.1462 -0.51 0.23 0.28
O -0.9212 1.0410 -5.9564 0.16 -0.14 -0.06
C 0.1068 0.4926 -5.3464 -0.47 0.13 0.11
O 0.1857 0.2113 -4.1803 0.20 -0.06 0.03
C 1.2252 0.2070 -6.3620 0.41 -0.03 -0.34
F 1.4256 1.2539 -7.1695 -0.03 -0.25 0.21
F 0.8992 -0.8558 -7.1122 0.05 0.22 0.19
F 2.3726 -0.0622 -5.7249 -0.26 0.04 -0.10
H -1.6723 3.4503 -5.0858 -0.11 0.01 -0.03
H -2.8156 2.8889 -3.8538 -0.03 -0.02 -0.03
H -1.0844 2.5752 -3.6792 -0.05 -0.05 0.05
H -2.9111 1.4130 -5.8422 0.15 -0.04 -0.18
H -2.2864 0.5069 -4.4740 0.19 -0.06 0.00
C -1.8433 0.4560 3.1173 -0.20 0.03 -0.19
C -1.2265 1.8332 3.2340 0.10 -0.35 0.32
O -1.7553 2.7297 2.2445 0.04 0.16 -0.14
C -2.9370 3.2810 2.5272 0.23 -0.27 0.29
O -3.5822 3.0961 3.5128 -0.07 0.10 -0.13
C -3.3408 4.2401 1.3958 -0.25 0.31 -0.34
F -3.1323 3.6785 0.1900 -0.03 0.12 0.25
F -2.6054 5.3628 1.4651 -0.11 -0.27 -0.01
F -4.6255 4.5673 1.4909 0.30 -0.09 0.00
H -1.7235 0.0654 2.1058 0.12 -0.04 0.02
H -1.3713 -0.2332 3.8177 0.02 0.01 0.01
H -2.9104 0.4860 3.3316 0.02 0.03 0.11
H -0.1559 1.7854 3.0396 -0.05 0.15 -0.13
H -1.3596 2.2505 4.2312 -0.15 0.09 -0.05
```
Forces are in eV/Å.

total energy = -46982.492 eV
total charge = +1
LUMO = -0.1496 hartree
frontier orbital gap = 0.3477 hartree
HOMO = -0.497 Eh
molecular weight = 442.4 g/mol

Atom-resolved charges from natural (NBO), all expressed in e: number 1, C, carries -0.61; number 2, C, carries -0.42; number 3, C, carries -0.07; number 4, O, carries -0.54; number 5, C, carries 0.09; number 6, N, carries -0.37; number 7, C, carries -0.24; number 8, C, carries -0.23; number 9, N, carries -0.61; number 10, C, carries 0.73; number 11, N, carries -0.75; number 12, H, carries 0.23; number 13, H, carries 0.22; number 14, H, carries 0.22; number 15, H, carries 0.19; number 16, H, carries 0.19; number 17, H, carries 0.18; number 18, H, carries 0.21; number 19, H, carries 0.20; number 20, H, carries 0.16; number 21, H, carries 0.22; number 22, H, carries 0.26; number 23, H, carries 0.25; number 24, H, carries 0.20; number 25, H, carries 0.41; number 26, H, carries 0.44; number 27, H, carries 0.45; number 28, C, carries -0.64; number 29, C, carries -0.08; number 30, O, carries -0.46; number 31, C, carries 0.71; number 32, O, carries -0.60; number 33, C, carries 0.90; number 34, F, carries -0.30; number 35, F, carries -0.30; number 36, F, carries -0.31; number 37, H, carries 0.23; number 38, H, carries 0.23; number 39, H, carries 0.21; number 40, H, carries 0.21; number 41, H, carries 0.20; number 42, C, carries -0.64; number 43, C, carries -0.07; number 44, O, carries -0.49; number 45, C, carries 0.69; number 46, O, carries -0.52; number 47, C, carries 0.90; number 48, F, carries -0.31; number 49, F, carries -0.31; number 50, F, carries -0.29; number 51, H, carries 0.22; number 52, H, carries 0.22; number 53, H, carries 0.24; number 54, H, carries 0.16; number 55, H, carries 0.21

---

Below is C15H26NO2PPt as an isolated structure at a distorted geometry, with properties calculated with ωB97M-V/def2-TZVPD.

The geometry in XYZ format:
```
46
Properties=species:S:1:pos:R:3:forces:R:3
C 4.0171 -0.2032 -0.4431 0.07 -0.32 0.05
C 3.3460 0.8794 0.1085 -0.14 0.15 -0.06
C 1.9723 0.8274 0.3725 0.60 -0.20 -0.09
C 1.2524 -0.3263 0.0658 0.86 0.00 0.32
C 1.9383 -1.4177 -0.4735 0.36 0.19 -0.14
C 3.3083 -1.3730 -0.7126 0.09 0.18 -0.02
C 1.3572 2.0057 1.0598 -0.01 0.55 0.44
C 0.0637 2.5766 0.4949 -0.54 0.09 -0.41
N -0.7408 1.6595 -0.3845 -0.06 0.86 -0.49
Pt -0.8207 -0.4384 0.3051 1.58 0.42 -0.85
C 1.1648 -2.6452 -0.8327 -0.69 -0.55 -0.14
P -0.5450 -2.0671 -1.2000 0.89 -0.04 -1.55
H 3.8703 1.8051 0.3499 0.06 -0.26 -0.09
H 3.7915 -2.2683 -1.1095 0.05 0.33 0.04
H 5.0867 -0.1525 -0.6402 -0.22 0.02 0.04
H 1.0914 -3.3484 0.0099 0.03 0.13 -0.08
H 1.5888 -3.1939 -1.6838 0.00 0.10 0.16
H 1.1650 1.7644 2.1159 0.14 -0.10 -0.33
H 2.0740 2.8375 1.0393 -0.02 -0.24 0.17
H -0.5860 2.8795 1.3238 0.23 -0.11 -0.30
C -1.5909 -3.5244 -1.1582 -0.17 -0.53 -0.28
C -0.4391 -1.5789 -2.9459 -0.03 -0.51 -0.73
H 0.2722 3.4698 -0.1199 -0.05 -0.19 0.17
C -0.2301 1.7623 -1.7786 -0.19 0.11 0.20
C -2.1471 2.1468 -0.3508 0.28 -0.17 0.05
H -2.0363 -1.5912 0.9161 -1.52 -0.60 0.56
H -0.2639 2.8212 -2.0799 0.01 -0.22 -0.08
H 0.8018 1.4051 -1.8341 -0.24 0.05 0.06
H -0.8639 1.1726 -2.4497 0.13 0.10 0.21
H -2.1945 3.1521 -0.7933 -0.08 -0.09 0.10
H -2.7850 1.4546 -0.9082 0.12 0.19 0.02
H -2.4599 2.1711 0.6980 -0.03 -0.02 -0.32
H -0.2463 -2.4521 -3.5874 -0.01 0.21 0.02
H -1.3890 -1.1251 -3.2565 0.23 -0.08 0.06
H 0.3702 -0.8562 -3.1063 -0.18 -0.14 0.22
H -1.2647 -4.2579 -1.9065 -0.10 0.05 0.19
H -1.5580 -3.9819 -0.1617 -0.10 0.14 -0.21
H -2.6151 -3.2132 -1.3906 0.08 -0.16 0.13
H -2.4168 -1.1845 0.2724 -0.71 -0.61 0.77
C -1.6737 1.0354 4.2441 -0.11 0.07 0.44
C -1.5472 0.0669 3.1048 0.19 -0.37 -1.01
O -1.8808 -1.1170 3.2222 0.42 1.19 -0.31
O -1.0633 0.6403 2.0060 -1.27 0.35 3.01
H -1.3365 0.5488 5.1582 -0.02 0.07 0.05
H -2.7303 1.2864 4.3781 0.09 0.00 -0.02
H -1.1071 1.9480 4.0621 -0.04 -0.06 0.03
```
Forces are in eV/Å.

total energy = -34094.296 eV
spin multiplicity = 3
LUMO (alpha / beta) = 0.0181 / -0.0370 hartree
relative energy (zero: lowest compared OMol25 entry of this formula, charge and spin) = 0.0 kcal per mole
<S²> = 2.007
frontier orbital gap (alpha / beta) = 0.1817 / 0.2681 hartree
HOMO (alpha / beta) = -0.164 / -0.305 Eh
molecular weight = 478.4 g/mol

Atom-resolved charges from natural (NBO), all expressed in e: number 1, C, carries -0.22; number 2, C, carries -0.21; number 3, C, carries -0.07; number 4, C, carries -0.31; number 5, C, carries 0.02; number 6, C, carries -0.23; number 7, C, carries -0.43; number 8, C, carries -0.21; number 9, N, carries -0.41; number 10, Pt, carries 0.76; number 11, C, carries -0.77; number 12, P, carries 1.01; number 13, H, carries 0.20; number 14, H, carries 0.20; number 15, H, carries 0.21; number 16, H, carries 0.24; number 17, H, carries 0.23; number 18, H, carries 0.24; number 19, H, carries 0.21; number 20, H, carries 0.23; number 21, C, carries -0.98; number 22, C, carries -0.97; number 23, H, carries 0.18; number 24, C, carries -0.42; number 25, C, carries -0.42; number 26, H, carries 0.00; number 27, H, carries 0.18; number 28, H, carries 0.23; number 29, H, carries 0.21; number 30, H, carries 0.18; number 31, H, carries 0.21; number 32, H, carries 0.24; number 33, H, carries 0.22; number 34, H, carries 0.24; number 35, H, carries 0.25; number 36, H, carries 0.24; number 37, H, carries 0.26; number 38, H, carries 0.24; number 39, H, carries 0.01; number 40, C, carries -0.72; number 41, C, carries 0.79; number 42, O, carries -0.67; number 43, O, carries -0.85; number 44, H, carries 0.23; number 45, H, carries 0.23; number 46, H, carries 0.21